1.
The following is a quantum chemistry calculation of C42H52F3Ge2N7O2S3Ti as an isolated structure, from the Open Molecules 2025 dataset.

Element x y z (Å)
1 Ti 0.31 -0.45 0.92
2 C -3.01 -5.55 3.08
3 C -2.98 -4.25 2.28
4 N -2.09 -3.25 2.91
5 C -0.96 -2.77 2.40
6 S -0.03 -1.62 3.32
7 N -0.56 -3.20 1.21
8 N 0.53 -2.52 0.69
9 C 1.31 -3.12 -0.13
10 C 1.29 -4.58 -0.39
11 C 2.24 -2.21 -0.82
12 C 3.32 -2.68 -1.54
13 C 4.19 -1.78 -2.13
14 C 3.94 -0.43 -1.98
15 C 2.83 -0.03 -1.25
16 N 1.97 -0.89 -0.69
17 H -3.67 -6.27 2.60
18 H -2.01 -5.99 3.15
19 H -3.38 -5.37 4.10
20 H -2.62 -4.43 1.28
21 H -3.97 -3.82 2.21
22 H -2.29 -2.97 3.85
23 H 0.54 -5.06 0.23
24 H 1.05 -4.78 -1.44
25 H 2.27 -5.01 -0.17
26 H 3.48 -3.75 -1.61
27 H 5.05 -2.12 -2.69
28 H 4.60 0.32 -2.41
29 H 2.62 1.02 -1.13
30 O -1.72 -3.34 -1.38
31 C -2.99 -2.82 -1.34
32 C -3.98 -3.45 -2.08
33 C -5.29 -3.00 -1.99
34 C -5.62 -1.94 -1.16
35 C -4.63 -1.29 -0.45
36 C -3.30 -1.70 -0.56
37 C -2.26 -0.92 0.12
38 O -1.01 -0.77 -0.45
39 N -2.51 -0.37 1.24
40 N -1.41 0.33 1.77
41 C -1.71 1.05 2.81
42 S -3.32 1.17 3.41
43 C -2.81 1.96 4.96
44 C -1.61 2.83 4.70
45 S -0.47 1.88 3.66
46 H -1.35 -3.36 -0.46
47 H -3.71 -4.31 -2.69
48 H -6.06 -3.50 -2.57
49 H -6.65 -1.62 -1.07
50 H -4.86 -0.44 0.18
51 H -2.59 1.17 5.68
52 H -3.66 2.54 5.33
53 H -1.07 3.08 5.62
54 H -1.86 3.75 4.18
55 C 0.81 -1.47 -4.50
56 C -0.11 -1.90 -3.35
57 Ge -0.82 -0.34 -2.48
58 C -2.64 0.15 -2.88
59 C -2.65 1.06 -4.13
60 C 0.31 1.20 -2.64
61 C 0.70 2.17 -1.80
62 Ge 0.17 2.10 0.13
63 C 1.27 3.48 1.06
64 C 0.60 4.75 1.59
65 C -1.73 2.62 -0.18
66 C -2.33 3.79 0.62
67 C 1.47 3.33 -2.32
68 C 2.55 3.14 -3.19
69 C 3.22 4.23 -3.73
70 C 2.83 5.52 -3.40
71 C 1.76 5.72 -2.53
72 C 1.09 4.63 -1.99
73 H 1.17 -2.35 -5.04
74 H 1.69 -0.92 -4.13
75 H 0.30 -0.83 -5.22
76 H 0.41 -2.53 -2.62
77 H -0.97 -2.47 -3.70
78 H -3.05 0.68 -2.02
79 H -3.24 -0.74 -3.04
80 H -1.98 1.92 -4.02
81 H -3.66 1.44 -4.30
82 H -2.35 0.52 -5.03
83 H 0.54 1.32 -3.71
84 H 2.06 3.74 0.35
85 H 1.74 2.98 1.90
86 H 0.22 5.39 0.79
87 H 1.34 5.34 2.14
88 H -0.22 4.54 2.27
89 H -2.34 1.73 0.00
90 H -1.80 2.82 -1.25
91 H -2.21 3.66 1.70
92 H -3.40 3.87 0.42
93 H -1.87 4.74 0.35
94 H 2.85 2.13 -3.45
95 H 4.05 4.08 -4.41
96 H 3.35 6.37 -3.82
97 H 1.44 6.73 -2.28
98 H 0.24 4.79 -1.33
99 F 7.13 0.07 3.14
100 C 6.10 0.03 3.99
101 F 6.08 1.18 4.68
102 F 6.30 -0.97 4.85
103 C 4.80 -0.14 3.23
104 C 4.31 0.90 2.48
105 C 3.12 0.73 1.81
106 N 2.39 -0.41 1.88
107 C 2.92 -1.43 2.56
108 C 4.12 -1.34 3.25
109 H 4.83 1.85 2.42
110 H 2.73 1.52 1.20
111 H 2.37 -2.35 2.57
112 H 4.49 -2.20 3.79

Computed properties:
charge	+2
orbital gap	6.4	eV
largest force on an atom	0.0486	hartree/bohr
DFT total energy	-8662.47735	a.u.

Here are the Mulliken charges for atoms 1 to 6, given in e: atom 1 (Ti): -1.311, atom 2 (C): -1.351, atom 3 (C): -0.133, atom 4 (N): -0.036, atom 5 (C): 0.296, atom 6 (S): -0.329


2.
The following is a quantum chemistry calculation of a 5-piece molecular cluster, C42H53IN3O17P2S2 overall, from the Open Molecules 2025 dataset.

Element x y z (Å)
1 C 2.54 -3.20 1.56
2 C 1.91 -1.96 2.19
3 C 1.15 -1.15 1.15
4 C 0.39 0.12 1.57
5 C -0.01 0.38 3.02
6 I 1.45 0.42 4.57
7 N -1.26 -0.42 3.35
8 C -2.36 0.37 4.00
9 C -2.00 1.11 5.28
10 C -2.23 2.60 5.10
11 S -1.57 3.60 6.45
12 C -0.98 4.99 5.48
13 S -2.06 6.11 5.02
14 N 0.37 5.04 5.29
15 C 1.07 3.77 4.98
16 C 1.65 3.79 3.58
17 O 2.61 4.80 3.42
18 C 2.34 5.94 4.23
19 C 0.85 6.12 4.43
20 C -1.76 -0.86 1.99
21 P -1.79 -2.69 1.87
22 N -2.88 -3.16 2.90
23 C -1.05 0.06 0.99
24 P -1.29 -0.40 -0.79
25 C 0.18 0.36 -1.60
26 C -2.62 0.77 -1.22
27 C -2.33 2.25 -0.95
28 H 3.58 -3.05 1.34
29 H 2.39 -4.08 2.19
30 H 2.05 -3.42 0.61
31 H 2.69 -1.35 2.64
32 H 1.25 -2.25 3.01
33 H 0.49 -1.82 0.62
34 H 1.90 -0.85 0.42
35 H 0.84 1.05 1.25
36 H -0.36 1.40 3.04
37 H -1.07 -1.27 3.88
38 H -3.13 -0.37 4.18
39 H -2.70 1.09 3.26
40 H -2.69 0.78 6.05
41 H -1.01 0.88 5.65
42 H -3.29 2.76 4.99
43 H -1.78 2.94 4.16
44 H 0.43 2.91 5.09
45 H 1.88 3.63 5.69
46 H 0.83 3.95 2.87
47 H 2.10 2.83 3.39
48 H 2.75 6.81 3.73
49 H 2.82 5.82 5.20
50 H 0.36 6.10 3.45
51 H 0.65 7.09 4.86
52 H -2.83 -0.68 1.91
53 H -0.52 -3.22 2.14
54 H -2.11 -2.94 0.54
55 H -2.52 -3.80 3.59
56 H -1.49 1.05 1.14
57 H -0.19 1.01 -2.39
58 H 0.80 -0.41 -2.03
59 H 0.77 0.97 -0.93
60 H -3.46 0.48 -0.60
61 H -2.89 0.62 -2.26
62 H -1.32 2.42 -0.60
63 H -2.98 2.65 -0.18
64 H -2.46 2.86 -1.84
65 C 5.87 -7.86 -0.11
66 C 5.38 -6.64 -0.37
67 C 5.88 -5.41 0.33
68 O 5.37 -4.35 0.01
69 C 6.91 -5.54 1.33
70 C 7.40 -6.76 1.60
71 C 6.92 -8.00 0.89
72 O 7.44 -9.06 1.19
73 O 8.34 -6.99 2.50
74 O 4.42 -6.41 -1.26
75 H 5.51 -8.75 -0.61
76 H 7.25 -4.65 1.84
77 H 8.52 -7.95 2.49
78 H 4.27 -5.45 -1.25
79 C 4.55 -6.74 -4.45
80 C 4.35 -5.66 -5.22
81 C 3.94 -5.77 -6.67
82 O 3.76 -4.72 -7.27
83 C 3.78 -7.09 -7.25
84 C 3.98 -8.17 -6.48
85 C 4.37 -8.06 -5.03
86 O 4.51 -9.10 -4.41
87 O 3.86 -9.41 -6.92
88 O 4.48 -4.42 -4.79
89 H 4.84 -6.67 -3.42
90 H 3.50 -7.15 -8.29
91 H 4.06 -9.99 -6.16
92 H 4.28 -3.84 -5.56
93 C -2.28 5.15 -4.82
94 C -2.78 6.39 -4.94
95 C -2.23 7.55 -4.13
96 O -2.74 8.63 -4.31
97 C -1.16 7.29 -3.19
98 C -0.67 6.05 -3.08
99 C -1.20 4.90 -3.90
100 O -0.68 3.81 -3.72
101 O 0.31 5.72 -2.25
102 O -3.76 6.71 -5.75
103 H -2.66 4.31 -5.39
104 H -0.78 8.12 -2.61
105 H 0.47 4.76 -2.40
106 H -3.91 7.67 -5.64
107 C -8.85 2.47 -1.86
108 C -8.27 1.32 -1.47
109 C -6.79 1.09 -1.61
110 O -6.34 0.03 -1.20
111 C -5.98 2.12 -2.22
112 C -6.55 3.27 -2.61
113 C -8.03 3.52 -2.45
114 O -8.45 4.59 -2.82
115 O -5.89 4.27 -3.17
116 O -8.93 0.32 -0.93
117 H -9.91 2.65 -1.76
118 H -4.92 1.93 -2.32
119 H -6.55 4.97 -3.35
120 H -8.28 -0.38 -0.74

Computed properties:
charge	+1
orbital gap	7.2	eV
largest force on an atom	0.0271	hartree/bohr
DFT total energy	-4851.98784	a.u.

Here are the Mulliken charges for atoms 1 to 6, given in e: atom 1 (C): -1.753, atom 2 (C): -0.408, atom 3 (C): -1.529, atom 4 (C): 0.971, atom 5 (C): -2.358, atom 6 (I): 0.171


3.
The following is a quantum chemistry calculation of C42H54CaN9O as an isolated structure, from the Open Molecules 2025 dataset.

Element x y z (Å)
1 Ca 0.43 1.02 0.06
2 C -3.67 -2.64 4.38
3 C -3.71 -1.30 5.06
4 C -4.65 -1.02 6.05
5 C -4.69 0.22 6.67
6 C -3.78 1.20 6.33
7 C -2.82 0.94 5.36
8 C -2.79 -0.30 4.73
9 N -1.81 -0.57 3.73
10 C -1.65 0.09 2.55
11 N -2.54 1.07 2.30
12 C -2.64 1.95 1.18
13 C -1.50 2.56 0.63
14 C -1.77 3.47 -0.41
15 C -3.05 3.75 -0.87
16 C -4.13 3.11 -0.29
17 C -3.95 2.21 0.75
18 C -5.14 1.53 1.38
19 N -0.72 -0.25 1.69
20 C 0.15 -1.31 2.07
21 C 1.32 -1.02 2.77
22 C 2.18 -2.05 3.15
23 C 1.87 -3.36 2.82
24 C 0.72 -3.64 2.10
25 C -0.16 -2.63 1.71
26 C -1.40 -2.94 0.93
27 H -4.47 -3.28 4.74
28 H -2.72 -3.16 4.57
29 H -3.77 -2.53 3.30
30 H -5.36 -1.79 6.33
31 H -5.44 0.41 7.43
32 H -3.80 2.17 6.82
33 H -2.08 1.68 5.10
34 H -1.22 -1.38 3.86
35 H -3.30 1.13 2.97
36 H -0.95 4.01 -0.87
37 H -3.20 4.47 -1.67
38 H -5.14 3.32 -0.63
39 H -6.05 1.78 0.85
40 H -5.28 1.85 2.42
41 H -5.03 0.45 1.39
42 H 1.52 0.01 3.04
43 H 3.08 -1.81 3.71
44 H 2.53 -4.16 3.12
45 H 0.49 -4.66 1.84
46 H -1.50 -4.01 0.76
47 H -1.38 -2.43 -0.04
48 H -2.30 -2.59 1.45
49 C 5.56 2.41 -2.56
50 N 4.46 1.46 -2.52
51 C 4.84 0.09 -2.81
52 C 3.24 1.81 -2.01
53 N 2.47 1.07 -1.27
54 C 3.00 -0.08 -0.62
55 C 4.07 0.06 0.21
56 C 4.72 -1.06 0.77
57 C 4.28 -2.31 0.45
58 C 3.13 -2.50 -0.35
59 C 2.70 -3.81 -0.66
60 C 1.58 -4.01 -1.40
61 C 0.80 -2.92 -1.80
62 C 1.17 -1.62 -1.53
63 N 0.24 -0.57 -1.77
64 C -0.42 -0.53 -2.91
65 N 0.10 -0.93 -4.10
66 C -0.68 -1.69 -5.07
67 C 1.53 -0.92 -4.33
68 N -1.67 -0.01 -2.94
69 C -2.50 0.07 -1.75
70 C -2.18 0.73 -4.09
71 C 2.40 -1.37 -0.84
72 N 2.81 3.08 -2.33
73 C 2.99 3.58 -3.69
74 C 1.62 3.57 -1.68
75 H 6.38 2.04 -1.94
76 H 5.25 3.38 -2.19
77 H 5.94 2.53 -3.58
78 H 5.36 0.07 -3.78
79 H 3.98 -0.56 -2.87
80 H 5.52 -0.31 -2.05
81 H 4.47 1.05 0.39
82 H 5.58 -0.92 1.41
83 H 4.79 -3.19 0.83
84 H 3.29 -4.64 -0.29
85 H 1.25 -5.02 -1.64
86 H -0.15 -3.09 -2.30
87 H -1.70 -1.81 -4.71
88 H -0.24 -2.68 -5.20
89 H -0.71 -1.19 -6.04
90 H 1.99 -0.18 -3.68
91 H 1.72 -0.63 -5.37
92 H 2.00 -1.89 -4.15
93 H -2.08 -0.54 -0.96
94 H -3.50 -0.30 -1.99
95 H -2.59 1.10 -1.40
96 H -1.40 0.86 -4.83
97 H -2.52 1.71 -3.75
98 H -3.03 0.21 -4.55
99 H 3.73 3.01 -4.22
100 H 3.29 4.63 -3.66
101 H 2.04 3.51 -4.24
102 H 1.69 3.46 -0.59
103 H 0.72 3.06 -2.05
104 H 1.51 4.63 -1.90
105 O 1.03 2.59 1.70
106 H 0.02 2.76 1.52
107 H 1.36 3.21 2.35

Computed properties:
charge	+1
orbital gap	8.1	eV
largest force on an atom	0.0028	hartree/bohr
DFT total energy	-2878.46209	a.u.

Here are the Mulliken charges for atoms 1 to 6, given in e: atom 1 (Ca): 2.235, atom 2 (C): -1.105, atom 3 (C): 0.634, atom 4 (C): -0.820, atom 5 (C): -0.687, atom 6 (C): -0.758


4.
The following is a quantum chemistry calculation of C42H54F5O42Pb as an isolated structure, from the Open Molecules 2025 dataset.

Element x y z (Å)
1 Pb 22.31 10.63 -19.18
2 O 20.13 6.83 -19.19
3 C 20.98 7.85 -19.00
4 O 20.63 8.73 -18.22
5 O 22.03 8.04 -19.68
6 H 19.42 7.28 -18.72
7 O 23.85 10.99 -15.14
8 C 23.51 11.05 -16.42
9 O 22.64 11.78 -16.80
10 O 23.88 10.23 -17.30
11 H 23.26 11.68 -14.83
12 O 19.55 11.97 -22.22
13 C 20.34 11.50 -21.33
14 O 20.38 12.01 -20.22
15 O 21.19 10.61 -21.55
16 H 19.37 12.63 -21.54
17 C 17.34 11.15 -18.50
18 C 16.43 9.93 -18.75
19 C 16.97 9.05 -19.83
20 O 17.53 7.93 -19.08
21 C 17.17 8.02 -17.75
22 O 17.35 7.10 -16.92
23 O 16.59 9.21 -17.58
24 H 17.16 11.48 -17.47
25 H 17.03 12.00 -19.11
26 H 18.41 11.00 -18.56
27 H 15.39 10.24 -18.86
28 H 17.78 9.52 -20.39
29 H 16.17 8.68 -20.47
30 C 22.58 16.90 -14.31
31 C 23.03 15.49 -14.67
32 C 23.29 15.21 -16.11
33 O 24.48 14.50 -16.12
34 C 25.03 14.58 -14.90
35 O 26.05 14.01 -14.66
36 O 24.27 15.22 -14.07
37 H 22.65 17.04 -13.24
38 H 21.55 17.10 -14.63
39 H 23.23 17.63 -14.81
40 H 22.25 14.84 -14.26
41 H 23.28 16.14 -16.69
42 H 22.49 14.58 -16.52
43 C 26.99 15.37 -18.56
44 C 27.47 14.25 -17.73
45 C 26.76 12.93 -17.93
46 O 27.86 12.08 -18.30
47 C 28.95 12.79 -18.47
48 O 30.03 12.35 -18.81
49 O 28.77 14.04 -18.12
50 H 26.05 15.70 -18.12
51 H 26.76 15.02 -19.57
52 H 27.71 16.18 -18.66
53 H 27.38 14.46 -16.66
54 H 26.13 13.04 -18.81
55 H 26.25 12.67 -17.00
56 C 20.24 7.49 -23.09
57 C 18.79 7.77 -22.56
58 C 17.92 8.90 -23.17
59 O 16.70 8.32 -23.41
60 C 16.70 7.02 -23.00
61 O 15.72 6.29 -23.09
62 O 17.92 6.68 -22.73
63 H 20.85 8.34 -22.78
64 H 20.26 7.56 -24.18
65 H 20.67 6.59 -22.66
66 H 18.91 7.99 -21.50
67 H 18.48 9.28 -24.03
68 H 17.65 9.66 -22.44
69 C 27.34 8.08 -23.59
70 C 26.79 8.02 -22.19
71 C 27.65 8.64 -21.03
72 O 26.80 9.63 -20.56
73 C 25.55 9.52 -20.98
74 O 24.63 10.17 -20.47
75 O 25.53 8.69 -22.08
76 H 26.72 7.41 -24.20
77 H 28.32 7.62 -23.71
78 H 27.39 9.06 -24.06
79 H 26.67 6.95 -21.99
80 H 28.60 9.05 -21.35
81 H 27.81 7.97 -20.18
82 C 25.14 15.91 -23.21
83 C 23.91 15.40 -22.49
84 C 23.12 14.33 -23.24
85 O 22.88 13.42 -22.20
86 C 23.67 13.62 -21.15
87 O 23.79 12.90 -20.16
88 O 24.24 14.87 -21.29
89 H 25.78 15.04 -23.35
90 H 25.69 16.65 -22.63
91 H 24.89 16.28 -24.21
92 H 23.24 16.24 -22.30
93 H 23.60 13.86 -24.10
94 H 22.28 14.86 -23.70
95 C 20.11 10.33 -15.08
96 C 19.09 9.31 -14.97
97 O 17.85 10.02 -14.96
98 C 18.12 11.26 -14.48
99 O 17.25 12.08 -14.23
100 O 19.46 11.43 -14.44
101 F 19.29 8.68 -13.82
102 H 20.35 10.67 -16.08
103 H 21.06 10.10 -14.60
104 H 19.15 8.59 -15.78
105 C 21.48 16.34 -18.99
106 C 20.36 17.32 -18.65
107 O 19.65 16.71 -17.68
108 C 20.05 15.46 -17.53
109 O 19.59 14.63 -16.76
110 O 21.08 15.19 -18.29
111 F 19.44 17.42 -19.62
112 H 22.43 16.71 -18.60
113 H 21.65 16.23 -20.06
114 H 20.76 18.30 -18.40
115 C 24.76 6.60 -17.88
116 C 24.97 5.65 -16.68
117 O 26.41 5.74 -16.53
118 C 26.95 6.28 -17.65
119 O 28.14 6.53 -17.80
120 O 25.97 6.50 -18.56
121 F 24.62 4.39 -17.01
122 H 24.58 7.62 -17.55
123 H 23.93 6.25 -18.49
124 H 24.57 5.85 -15.69
125 C 23.33 9.54 -23.93
126 C 22.56 10.37 -25.01
127 O 23.09 9.78 -26.17
128 C 23.52 8.56 -25.97
129 O 23.84 7.75 -26.78
130 O 23.56 8.32 -24.61
131 F 22.90 11.67 -25.01
132 H 22.69 9.46 -23.05
133 H 24.24 10.11 -23.72
134 H 21.49 10.14 -24.95
135 C 23.51 5.82 -21.71
136 C 22.88 4.81 -20.86
137 O 23.90 3.97 -20.36
138 C 24.92 4.07 -21.20
139 O 25.93 3.37 -21.07
140 O 24.71 5.13 -22.00
141 F 21.91 4.20 -21.56
142 H 23.84 6.61 -21.02
143 H 22.93 6.20 -22.55
144 H 22.40 5.31 -20.02

Computed properties:
charge	-1
orbital gap	8.1	eV
largest force on an atom	0.1419	hartree/bohr
DFT total energy	-5485.40720	a.u.

Here are the Mulliken charges for atoms 1 to 6, given in e: atom 1 (Pb): 1.533, atom 2 (O): -0.638, atom 3 (C): 0.460, atom 4 (O): -0.675, atom 5 (O): -0.239, atom 6 (H): 0.177


Which of these has the highest largest force on an atom?
C42H54F5O42Pb


largest force on an atom of number 3 (C42H54CaN9O)?
0.0028 hartree/bohr